{"formula": "C30H22BrN5RuS7", "method": "the ωB97M-V functional and the def2-TZVPD basis", "e_tot_ev": -187390.6697, "largest_force_ev_per_a": 0.157, "relative_energy_kj_mol": 26.2, "lumo_energy_ev": [2.075, 1.173], "charge": -1, "s2": 8.770, "orbital_gap_ev": [6.8, 6.3], "e_homo_ev": [-4.8, -5.1], "spin_multiplicity": 6, "elements": ["Ru", "C", "N", "C", "C", "C", "C", "C", "N", "C", "C", "C", "C", "C", "C", "H", "H", "H", "H", "H", "H", "H", "H", "H", "H", "H", "S", "C", "C", "C", "C", "N", "C", "C", "C", "S", "C", "N", "H", "H", "C", "C", "C", "C", "C", "Br", "N", "C", "H", "H", "H", "H", "H", "H", "C", "S", "C", "C", "S", "S", "C", "S", "S", "H", "H", "H"], "xyz": [[0.3486, 0.2878, -0.6073], [1.7211, -0.5534, 2.6816], [0.5516, -0.3316, 1.8471], [-0.5815, -0.6967, 2.3060], [-1.7280, -0.7750, 1.4565], [-3.0372, -1.1570, 1.7306], [-3.7064, -1.1582, 0.4955], [-2.7683, -0.7750, -0.4578], [-1.5687, -0.5464, 0.1157], [2.7580, 0.5264, 2.5276], [3.7318, 0.4195, 1.5415], [4.6543, 1.4368, 1.3506], [4.6153, 2.5713, 2.1497], [3.6565, 2.6776, 3.1466], [2.7354, 1.6570, 3.3336], [2.1571, -1.5099, 2.3758], [1.4229, -0.6429, 3.7350], [-0.6922, -1.0141, 3.3500], [-3.4460, -1.3897, 2.7029], [-4.7392, -1.4067, 0.3096], [-2.9098, -0.6386, -1.5190], [3.7465, -0.4605, 0.9067], [5.4033, 1.3475, 0.5726], [5.3290, 3.3706, 1.9947], [3.6219, 3.5592, 3.7748], [1.9793, 1.7427, 4.1072], [-1.3015, 1.9182, -1.7955], [-1.4502, 2.5679, -0.1914], [-2.7127, 2.8395, 0.3548], [-2.8586, 3.3170, 1.6428], [-4.1735, 3.5798, 2.1572], [-5.2252, 3.7927, 2.5697], [-1.7181, 3.5312, 2.4418], [-0.4660, 3.2576, 1.9240], [-0.3041, 2.7774, 0.6209], [1.3063, 2.3892, 0.0469], [-1.8346, 4.0142, 3.7881], [-1.9279, 4.4016, 4.8669], [-3.5909, 2.6473, -0.2459], [0.4126, 3.4040, 2.5382], [-0.7916, -0.9479, -6.1333], [0.3422, -0.4976, -5.2588], [1.6672, -0.5101, -5.6769], [2.6748, -0.1281, -4.8081], [2.3076, 0.2356, -3.5239], [3.6451, 0.7391, -2.2801], [1.0633, 0.2549, -3.0989], [0.1014, -0.0840, -3.9570], [-0.5331, -0.8646, -7.1887], [-1.6872, -0.3556, -5.9479], [-1.0422, -1.9910, -5.9267], [1.9146, -0.8182, -6.6862], [3.7130, -0.1172, -5.1043], [-0.9111, -0.0354, -3.5729], [-1.0224, -4.2136, 2.5796], [0.4575, -4.0004, 1.5594], [-0.2624, -3.7463, -0.0203], [0.2628, -2.9345, -0.9587], [1.6555, -1.8898, -0.8327], [-0.5624, -2.9910, -2.5023], [-1.8175, -4.0962, -2.0996], [-3.0079, -4.5590, -3.1389], [-1.6732, -4.6715, -0.4821], [-0.6765, -4.2003, 3.6124], [-1.5132, -5.1662, 2.3866], [-1.7148, -3.3898, 2.4140]], "forces_ev_per_a": [[0.0945, -0.0782, 0.0985], [0.0358, 0.0466, -0.0071], [-0.0263, -0.0152, -0.1179], [-0.0350, -0.0136, 0.0468], [0.0107, 0.0173, -0.0034], [-0.0152, 0.0316, -0.0103], [0.0109, -0.0202, 0.0074], [-0.0065, 0.0123, 0.0062], [0.0002, 0.0346, -0.0071], [0.0117, -0.0104, -0.0018], [0.0063, -0.0122, 0.0024], [0.0032, 0.0115, 0.0010], [0.0051, -0.0059, -0.0111], [-0.0091, -0.0011, 0.0052], [-0.0116, 0.0023, 0.0065], [-0.0178, -0.0079, -0.0074], [0.0079, -0.0064, -0.0025], [0.0142, -0.0026, -0.0044], [0.0024, 0.0005, 0.0050], [-0.0014, -0.0030, -0.0007], [0.0058, 0.0053, -0.0009], [0.0019, 0.0076, 0.0129], [0.0012, 0.0023, -0.0010], [0.0029, 0.0007, 0.0011], [-0.0008, 0.0006, 0.0021], [-0.0040, 0.0070, -0.0021], [-0.0109, 0.0104, 0.0199], [-0.0233, -0.0099, -0.0186], [0.0123, -0.0049, -0.0213], [-0.0125, 0.0103, -0.0035], [0.0352, -0.0189, 0.0494], [-0.0173, 0.0089, -0.0256], [0.0114, 0.0128, 0.0246], [0.0323, -0.0005, -0.0254], [0.0012, 0.0094, 0.0228], [-0.0566, 0.0070, -0.0073], [-0.0933, -0.0073, -0.0289], [0.0515, 0.0022, 0.0172], [0.0021, 0.0011, -0.0022], [0.0009, -0.0006, 0.0033], [0.0102, -0.0036, -0.0077], [0.0010, 0.0033, 0.0122], [-0.0006, -0.0014, 0.0002], [-0.0087, 0.0033, 0.0102], [0.0239, -0.0014, 0.0067], [-0.0019, -0.0015, -0.0020], [-0.0373, 0.0325, 0.0066], [0.0302, -0.0039, -0.0357], [-0.0056, -0.0002, -0.0013], [-0.0023, 0.0012, -0.0029], [-0.0030, 0.0005, 0.0035], [-0.0003, -0.0006, -0.0011], [0.0007, -0.0019, -0.0011], [-0.0071, -0.0007, 0.0057], [0.0155, -0.0060, -0.0243], [-0.0184, 0.0074, -0.0036], [0.0234, 0.0226, 0.0311], [0.0088, -0.0407, 0.0203], [-0.0386, -0.0319, -0.0352], [0.0189, 0.0265, -0.0157], [-0.0012, -0.0077, 0.0267], [-0.0150, 0.0000, -0.0149], [-0.0045, -0.0180, -0.0151], [-0.0031, 0.0016, 0.0073], [-0.0006, 0.0012, 0.0048], [-0.0044, -0.0040, 0.0039]], "lowdin_charge": [0.99, -0.20, -0.03, -0.14, -0.36, -0.07, -0.10, -0.21, -0.10, -0.25, -0.09, -0.11, -0.10, -0.10, -0.07, 0.09, 0.12, 0.13, 0.10, 0.09, 0.08, 0.09, 0.09, 0.10, 0.10, 0.11, 0.57, -0.72, -0.06, -0.19, -0.18, 0.15, -0.19, -0.06, -0.70, 0.56, -0.19, 0.15, 0.12, 0.10, -0.04, -0.25, -0.02, -0.10, -0.76, 0.74, -0.07, -0.18, 0.08, 0.08, 0.08, 0.12, 0.10, 0.06, -0.41, 0.83, -0.98, -1.14, 0.47, 0.88, -1.51, 0.49, 0.92, 0.03, 0.02, 0.01]}

{"formula": "C2H6N3S", "method": "the ωB97M-V functional and the def2-TZVPD basis", "e_tot_ev": -17466.8486, "largest_force_ev_per_a": 5.110, "relative_energy_kj_mol": 317.4, "lumo_energy_ev": -4.116, "charge": 1, "orbital_gap_ev": 8.7, "e_homo_ev": -12.8, "elements": ["C", "C", "N", "N", "N", "S", "H", "H", "H", "H", "H", "H"], "xyz": [[1.4949, 1.1961, 0.3213], [-0.2230, -0.1104, 0.3524], [0.2046, 1.2056, 0.4031], [0.7431, -0.9798, -0.2057], [-1.4109, -0.1389, -0.4596], [2.2668, -0.2555, -0.1804], [2.0925, 2.0682, 0.4530], [-0.5793, -0.8528, 1.6922], [0.4038, -1.8116, -0.4965], [-0.9980, 0.0269, -1.3599], [-2.0657, 0.6589, -0.2293], [-1.9288, -1.0066, -0.2905]], "forces_ev_per_a": [[-0.4018, -0.1734, -0.6428], [0.2431, -2.7652, 4.2902], [1.2479, -0.0799, 1.1133], [0.1279, 4.0209, 0.6337], [-2.5212, 0.7160, 0.8069], [0.2720, -0.1881, 0.2779], [0.3533, 0.5758, 0.0250], [0.3246, 2.4953, -3.0529], [0.0308, -3.5374, -1.1112], [-0.5981, -0.3011, -1.4371], [0.8984, -0.7810, -0.1178], [0.0230, 0.0182, -0.7853]], "lowdin_charge": [-0.39, -0.58, 0.05, -0.30, 0.22, 1.06, 0.09, 0.24, 0.06, 0.17, 0.21, 0.17]}

{"formula": "C3H7O", "method": "the ωB97M-V functional and the def2-TZVPD basis", "e_tot_ev": -5261.7098, "largest_force_ev_per_a": 4.016, "relative_energy_kj_mol": 173.6, "lumo_energy_ev": -3.252, "charge": 1, "orbital_gap_ev": 14.7, "e_homo_ev": -18.0, "elements": ["C", "C", "C", "O", "H", "H", "H", "H", "H", "H", "H"], "xyz": [[0.2371, 1.1427, 0.3836], [1.1991, 0.1852, -0.1532], [-1.0157, -0.9703, -0.2170], [0.0244, -0.2462, 0.5589], [0.4866, 1.4472, 1.3922], [-0.5105, 1.6668, -0.0900], [1.3322, 0.0747, -1.2881], [2.0064, -0.0804, 0.5291], [-0.9128, -1.9925, -0.0897], [-1.9999, -0.6046, 0.2427], [-0.8469, -0.6225, -1.2685]], "forces_ev_per_a": [[1.8902, 0.3593, 2.6227], [1.7238, 0.6325, -1.3423], [-1.8236, 3.5329, -0.5647], [-1.4773, -3.3516, -0.3927], [-0.0832, 0.9055, -0.2126], [-1.3070, 0.9946, -1.5620], [-0.6152, -0.4019, 1.9669], [0.3413, 0.3319, -0.7881], [0.6153, -1.8496, 0.3657], [1.3976, -0.5889, -0.9325], [-0.6619, -0.5645, 0.8396]], "lowdin_charge": [0.01, 0.02, 0.11, -0.13, 0.15, 0.13, 0.19, 0.15, 0.09, 0.15, 0.13]}